Density functional theory data (the ωB97M-V functional and the def2-TZVPD basis) for a 12-piece molecular cluster, C36H96O12 overall in a non-equilibrium geometry.

Positions of all 144 atoms, in Å:
1 C 3.764151 -1.737844 -2.930615
2 C 3.019098 -2.879700 -2.283170
3 C 3.716947 -3.381536 -1.015561
4 O 1.700346 -2.359688 -2.050117
5 H 3.982583 -0.864643 -2.315760
6 H 3.352273 -1.405087 -3.883212
7 H 4.726345 -2.158709 -3.247024
8 H 2.978845 -3.700378 -3.003841
9 H 3.464270 -2.749852 -0.159081
10 H 4.803872 -3.380135 -1.086557
11 H 3.370926 -4.378210 -0.736986
12 H 1.164068 -2.997576 -1.556557
13 C -0.623803 -0.240980 -0.893570
14 C 0.416691 0.304030 0.085932
15 C -0.131797 0.776401 1.384851
16 O 1.387721 -0.765618 0.320609
17 H -0.179074 -0.522220 -1.853977
18 H -1.448741 0.452797 -1.045450
19 H -0.940611 -1.240349 -0.582244
20 H 1.035805 1.103759 -0.337266
21 H -0.722507 0.035509 1.932472
22 H -0.850461 1.596377 1.302473
23 H 0.655586 1.143580 2.047040
24 H 1.478233 -1.162101 -0.564545
25 C 3.007844 4.536424 0.952323
26 C 2.940360 4.654839 2.502792
27 C 2.063142 5.738472 3.097986
28 O 2.538942 3.408354 3.034065
29 H 3.021153 5.561003 0.572064
30 H 2.132240 4.001215 0.586895
31 H 3.931645 4.041968 0.658940
32 H 4.000367 4.828625 2.729764
33 H 1.102711 5.824979 2.581537
34 H 2.481944 6.742448 3.005392
35 H 1.844626 5.585890 4.154191
36 H 3.019357 2.650542 2.668045
37 C -0.470174 -5.629267 -1.674975
38 C -0.847939 -4.963201 -0.326875
39 C -0.801516 -5.870340 0.917539
40 O 0.009434 -3.783556 -0.200469
41 H 0.588315 -5.829514 -1.831311
42 H -0.950969 -5.120885 -2.505426
43 H -0.885269 -6.631271 -1.519581
44 H -1.868877 -4.575421 -0.375787
45 H 0.235719 -6.070420 1.180245
46 H -1.414093 -6.767390 0.849473
47 H -1.295746 -5.269126 1.685343
48 H -0.291821 -3.470645 0.675007
49 C -1.705098 6.077745 -1.679466
50 C -0.632099 5.151238 -2.189808
51 C -0.420509 3.987269 -1.198500
52 O -1.084521 4.621963 -3.439139
53 H -2.162877 6.781585 -2.377549
54 H -1.256380 6.672362 -0.879247
55 H -2.591437 5.548573 -1.321321
56 H 0.321014 5.646396 -2.404660
57 H -1.294663 3.339444 -1.135865
58 H -0.265453 4.459124 -0.225164
59 H 0.437784 3.400489 -1.523227
60 H -0.399140 4.000133 -3.737441
61 C -4.041227 1.553808 2.531583
62 C -5.072130 1.713718 1.421160
63 C -4.333076 1.806570 0.094496
64 O -5.981568 0.636369 1.408751
65 H -4.449338 1.635338 3.534957
66 H -3.261380 2.310185 2.408319
67 H -3.548737 0.611814 2.275703
68 H -5.652331 2.631776 1.536014
69 H -3.721378 0.913612 -0.077921
70 H -3.703566 2.693964 -0.004143
71 H -4.949182 1.833522 -0.809201
72 H -5.598961 -0.172459 1.037213
73 C 5.703823 0.855504 2.034119
74 C 4.472910 0.158381 1.571433
75 C 4.225961 -1.143323 2.413446
76 O 3.331551 0.978943 1.801104
77 H 5.643820 1.125333 3.088769
78 H 5.795328 1.828483 1.539149
79 H 6.557715 0.249162 1.734857
80 H 4.429648 -0.100739 0.509663
81 H 5.061929 -1.842225 2.315554
82 H 3.376382 -1.663787 1.969665
83 H 4.034650 -0.921503 3.460759
84 H 2.653584 0.731435 1.161804
85 C -3.762301 -1.757083 -5.498310
86 C -2.332457 -2.136613 -5.924238
87 C -1.555103 -2.773600 -4.784864
88 O -2.457385 -3.068099 -7.005527
89 H -3.738772 -1.035870 -4.676898
90 H -4.355526 -2.625513 -5.204276
91 H -4.341091 -1.252954 -6.273955
92 H -1.819913 -1.275052 -6.349008
93 H -0.557081 -3.123895 -5.042969
94 H -2.114459 -3.659821 -4.461837
95 H -1.509122 -2.217065 -3.845318
96 H -3.189670 -3.668641 -6.844513
97 C 2.288338 1.889848 7.681112
98 C 2.424800 1.971666 6.175819
99 C 1.830897 0.788907 5.380101
100 O 1.839064 3.187765 5.739475
101 H 2.837835 2.745499 8.079779
102 H 2.742941 1.002164 8.119992
103 H 1.254368 1.993570 8.008411
104 H 3.470936 2.039226 5.851495
105 H 0.742272 0.791587 5.268632
106 H 2.045775 -0.172017 5.859389
107 H 2.193282 0.715268 4.352563
108 H 2.091514 3.305456 4.805203
109 C -6.052429 -1.253942 -1.877392
110 C -5.111237 -2.179449 -1.138696
111 C -3.685699 -1.953715 -1.529417
112 O -5.230740 -1.914471 0.256124
113 H -5.838062 -1.212074 -2.947055
114 H -5.882601 -0.217015 -1.573752
115 H -7.102210 -1.494964 -1.719340
116 H -5.439998 -3.192449 -1.395188
117 H -3.309067 -0.938048 -1.606525
118 H -3.580480 -2.412194 -2.521537
119 H -3.094967 -2.623600 -0.898167
120 H -4.673508 -2.455580 0.820005
121 C 1.509159 0.597316 -4.570891
122 C 0.774560 1.846275 -5.044600
123 C -0.714707 1.525523 -4.927965
124 O 1.072414 2.885121 -4.131586
125 H 1.055652 -0.219406 -5.138166
126 H 1.565715 0.535976 -3.487919
127 H 2.548868 0.527439 -4.914588
128 H 0.978643 2.146300 -6.076330
129 H -0.851423 0.632125 -5.540017
130 H -1.398518 2.324521 -5.213263
131 H -1.036924 1.180912 -3.941683
132 H 2.005101 3.115668 -4.112305
133 C -1.017537 -2.289809 4.299201
134 C 0.237942 -2.010216 3.519184
135 C 1.441208 -2.661983 4.175792
136 O 0.105133 -2.518049 2.188352
137 H -0.979514 -2.017208 5.353883
138 H -1.266087 -3.353088 4.309404
139 H -1.828382 -1.721610 3.837237
140 H 0.450901 -0.936837 3.500959
141 H 1.252878 -3.612868 4.681881
142 H 1.817657 -2.008594 4.969384
143 H 2.288484 -2.857024 3.517242
144 H 0.827374 -2.119491 1.676657

Forces on atoms 1 to 2 (eV/Å):
1.3 -0.4 -0.9
-0.1 0.8 0.1

Computed properties:
**Max |F|**: 2.485 eV/Å
**ΔE to the lowest compared entry with this formula, charge and spin**: 1.5824 eV
**Structure (SMILES)**: CC(C)O.CC(C)O.CC(C)O.CC(C)O.CC(C)O.CC(C)O.CC(C)O.CC(C)O.CC(C)O.CC(C)O.CC(C)O.CC(C)O
**Energy**: -63458.380 eV
**Net charge**: 0
**Orbital gap**: 0.3540 hartree
**Multiplicity**: 1